The following is a quantum chemistry calculation of C30H31N11O2STi as an isolated structure in a non-equilibrium geometry, from OMol25.

For the energy above the lowest of the compared OMol25 structures with the same formula, charge and spin, the calculation gives 54.6 kcal/mol. The calculation puts the HOMO energy (alpha / beta) at -11.00 / -13.58 eV. As for the multiplicity: 3. Its total energy is -3161.74393 Eh. As for the expectation value of S²: 2.0193. Its gap between HOMO and LUMO (alpha / beta) is 4.855 / 7.434 eV. Its total charge is +2.

```
76
Properties=species:S:1:pos:R:3:forces:R:3
Ti -0.491 0.402 1.018 -2.1 2.6 1.1
C 3.044 2.070 2.689 -0.2 -0.2 0.0
C 1.822 1.275 2.347 0.4 0.3 0.7
N 1.063 1.569 1.284 0.9 0.4 0.0
N 1.112 2.834 0.713 0.4 0.8 0.1
C 0.017 3.608 0.956 0.0 -0.2 0.0
N 0.053 4.899 0.610 0.2 0.0 -0.1
S -1.362 2.919 1.619 -0.3 0.1 0.3
C 1.271 0.260 3.180 0.3 0.3 0.3
C 1.927 -0.319 4.290 -0.1 0.0 -0.1
C 1.222 -1.124 5.147 0.0 0.1 -0.3
C -0.135 -1.367 4.893 -0.2 0.1 -0.2
C -0.707 -0.828 3.760 -0.2 -0.5 0.6
N -0.040 -0.056 2.898 0.8 -0.3 1.5
H 2.787 3.115 2.881 0.0 0.0 0.0
H 3.531 1.697 3.582 0.0 0.0 0.0
H 3.767 2.040 1.873 0.1 0.0 -0.1
H 2.020 3.291 0.630 -0.3 -0.2 0.0
H 0.907 5.355 0.322 -0.1 0.0 0.1
H -0.742 5.469 0.852 0.1 0.0 -0.1
H 2.976 -0.137 4.457 0.1 0.1 0.0
H 1.700 -1.563 6.009 0.1 0.0 0.1
H -0.717 -1.978 5.560 -0.1 0.0 0.1
H -1.759 -1.004 3.541 0.2 0.0 0.0
N -1.281 1.093 -0.672 -1.9 1.6 -2.6
C -2.063 1.599 -1.368 1.8 -1.2 1.4
C -2.938 2.212 -2.251 -1.0 0.7 -1.0
C -2.703 3.539 -2.647 0.0 -0.4 0.2
C -3.573 4.142 -3.529 -0.1 0.1 0.0
C -4.672 3.443 -4.013 0.1 -0.1 0.0
C -4.902 2.128 -3.625 -0.1 0.0 -0.1
C -4.040 1.501 -2.753 0.3 0.2 0.3
H -1.851 4.069 -2.245 0.0 0.1 0.0
H -3.397 5.161 -3.835 0.0 0.1 -0.1
H -5.348 3.922 -4.702 -0.1 0.1 -0.1
H -5.759 1.589 -3.992 -0.1 0.0 -0.1
H -4.205 0.480 -2.442 0.0 -0.1 0.0
N -3.159 -3.430 -0.267 -0.1 -1.3 -0.1
N -3.110 -2.177 0.192 0.6 1.8 0.5
N -4.157 -1.398 0.245 -0.7 -0.2 -0.2
C -3.694 -0.312 0.843 0.3 -0.1 0.1
N -2.392 -0.442 1.128 -1.6 -0.8 0.0
N -2.032 -1.644 0.706 -0.4 -1.2 -0.1
H -3.993 -3.646 -0.796 0.1 0.2 0.0
H -2.280 -3.802 -0.596 0.0 0.3 0.0
H -4.294 0.544 1.087 -0.1 0.1 0.0
C 2.628 -3.781 -1.991 0.1 -0.4 -0.1
O 2.388 -2.401 -1.794 -0.3 0.5 -0.1
C 1.236 -1.847 -2.222 0.1 0.3 -0.3
C 0.120 -2.558 -2.652 0.2 -0.1 0.2
C -0.974 -1.895 -3.182 0.1 0.1 -0.1
C -0.943 -0.523 -3.370 0.0 -0.1 -0.1
C 0.136 0.203 -2.906 0.4 -0.4 0.0
C 1.193 -0.432 -2.258 -0.7 -0.7 -0.6
N 2.231 0.351 -1.754 1.2 0.0 0.8
C 3.070 0.074 -0.743 -0.7 0.2 -0.6
C 2.903 -0.886 0.274 -0.6 -0.2 0.4
C 4.036 -1.382 0.965 -0.1 0.1 -0.2
C 3.931 -2.401 1.877 0.3 0.1 0.0
C 2.688 -2.984 2.141 -0.1 0.2 -0.3
C 1.548 -2.480 1.554 -0.1 0.0 -0.1
C 1.619 -1.392 0.670 0.9 -0.3 0.2
O 0.514 -0.809 0.277 2.2 -2.7 -1.6
H 3.674 -3.925 -1.724 -0.1 -0.1 -0.1
H 2.468 -4.054 -3.035 0.0 0.0 0.0
H 2.002 -4.395 -1.340 0.0 0.0 0.0
H 0.120 -3.636 -2.599 0.0 -0.1 0.0
H -1.838 -2.461 -3.493 -0.1 -0.1 -0.1
H -1.756 -0.027 -3.875 -0.1 0.1 0.0
H 0.165 1.275 -3.029 0.0 0.1 0.0
H 2.407 1.193 -2.292 0.2 -0.2 0.1
H 3.993 0.641 -0.751 0.0 0.2 0.0
H 5.007 -0.982 0.714 0.2 0.1 0.0
H 4.817 -2.768 2.370 0.1 -0.1 0.0
H 2.628 -3.825 2.814 -0.1 -0.1 0.1
H 0.565 -2.886 1.778 0.1 0.1 0.0
```
Positions in Å, forces in eV/Å.

Mulliken atomic charge list, values in e, 6 entries: atom 1 (Ti): -0.963, atom 2 (C): -1.767, atom 3 (C): -0.003, atom 4 (N): 1.343, atom 5 (N): -0.795, atom 6 (C): 0.494